A 2-piece molecular cluster, C12H17N overall in a non-equilibrium geometry, computed with ωB97M-V/def2-TZVPD.

Geometry as XYZ:
```
30
Properties=species:S:1:pos:R:3:forces:R:3:lowdin_charge:R:1
C 1.6199 2.2349 1.3591 0.173 -0.189 -0.562 -0.307
C 2.3761 3.5107 0.9900 0.554 0.272 0.546 -0.128
C 1.9011 1.0893 0.3993 -0.183 -0.960 -0.897 -0.119
H 1.9370 1.9483 2.3594 -0.197 -0.099 0.172 0.096
H 0.5371 2.4072 1.3645 0.137 0.132 0.176 0.090
H 2.5311 4.1129 1.8949 -0.281 0.169 -0.270 0.066
H 2.8788 0.6035 0.4880 0.157 0.509 0.224 0.077
H 1.9377 4.1333 0.2104 -0.298 -0.151 0.061 0.068
H 3.3923 3.2950 0.6539 0.001 -0.277 -0.072 0.068
H 1.2088 0.2411 0.4518 -0.072 0.325 0.528 0.043
H 1.7969 1.3744 -0.6557 0.120 0.339 0.150 0.079
C 0.3125 -3.3343 0.7597 -0.219 0.787 -0.105 -0.038
C -0.5495 -1.1927 -0.4633 -0.053 -0.146 -0.317 -0.178
C -0.3942 -2.0093 0.7174 0.251 -0.261 -0.412 -0.242
C -1.2983 -0.0728 -0.0974 0.189 -0.024 -0.459 -0.250
C -1.0015 -1.3412 1.7148 -0.430 -0.059 0.459 -0.066
C -0.0500 -1.3201 -1.7679 0.287 -0.298 0.704 -0.027
C -0.3510 -0.3415 -2.6827 -0.253 0.446 -0.083 -0.096
C -1.1332 0.7724 -2.3129 0.441 -0.362 -0.062 -0.095
C -1.5762 0.9324 -1.0203 -0.378 0.317 0.375 -0.027
N -1.6174 -0.1708 1.2484 0.356 0.248 0.000 0.075
H 0.6507 -2.1383 -1.9350 -0.303 0.112 -0.450 0.114
H 0.0090 -0.3526 -3.6997 0.169 -0.275 -0.067 0.095
H -1.3196 1.5144 -3.0733 -0.159 0.191 0.061 0.096
H -0.0205 -3.9624 -0.0643 -0.115 -0.206 0.097 0.078
H 0.1174 -3.8011 1.7195 0.190 -0.302 -0.004 0.074
H -1.1831 -1.6734 2.7286 0.192 0.168 -0.013 0.120
H -1.5083 0.6831 1.7810 -0.392 -0.179 0.186 0.141
H -2.1363 1.8105 -0.7084 0.032 -0.062 -0.152 0.111
H 1.3807 -3.1664 0.6121 0.083 -0.165 0.188 0.080
```
Forces are in eV/Å.

Computed properties:
Structure (SMILES): Cc1c[nH]c2ccccc12.CCC
Total charge: 0
Maximum force in eV Å⁻¹: 1.3
E in eV: -14209.95373